Arrangement w

8
Properties=species:S:1:pos:R:3:lowdin_charge:R:1 method="wB97M-V/def2-TZVPD" e_homo_ev="-8.723 / -9.578" e_lumo_ev="-1.126 / -0.951" charge=0 homo_lumo_gap_ev="7.60 / 8.63"
C 1.063 0.580 0.138 -0.933
C 0.034 1.224 0.674 -0.650
N -1.078 -1.789 -1.264 -0.400
F -1.783 -2.393 -0.222 -0.224
Cl 0.433 -1.452 -0.703 0.781
Cl -1.546 0.462 0.694 0.598
Cl 2.613 1.005 -0.111 0.714
H 0.264 2.363 0.793 0.114

Arrangement x

8
Properties=species:S:1:pos:R:3:lowdin_charge:R:1 method="wB97M-V/def2-TZVPD" e_homo_ev=-11.244 e_lumo_ev=0.301 charge=0 homo_lumo_gap_ev=11.54
C -0.147 -0.588 0.044 -0.519
C 0.323 0.821 -0.122 -1.539
N -0.947 -1.017 0.853 0.211
F 0.525 -1.392 -1.009 -0.091
Cl -0.744 1.589 -1.331 0.606
Cl 0.211 1.696 1.406 0.614
Cl 1.998 0.879 -0.712 0.619
H -1.219 -1.989 0.871 0.099

Stability check: which of them is least stable? arrangement w.